# 1
This record from OMol25 describes a structure of composition H10O5 in a non-equilibrium geometry. The level of theory is wB97M-V/def2-TZVPD.

```
! wB97M-V def2-TZVPD RIJCOSX def2/J DEFGRID3
* xyz 0 1
O 1.9824 -0.6741 -0.7747
H 2.8346 -0.3579 -0.4747
H 1.8765 -1.5229 -0.3449
O 1.1357 0.0162 1.6311
H 0.4999 0.4196 2.2221
H 0.6325 -0.1939 0.8444
O -2.3331 0.0705 -0.9829
H -1.6191 0.4874 -1.4654
H -3.0329 -0.0291 -1.6283
O 0.1837 0.4681 -0.5794
H 0.9648 -0.0852 -0.5715
H 0.4604 1.2673 -1.0277
O -1.1068 -0.0596 1.4165
H -1.6110 -0.5556 0.7716
H -0.8677 0.7492 0.9638
*
```

HOMO-LUMO gap   10.00 eV
Energy above the lowest of the compared OMol25 structures with the same formula, charge and spin   344.63 kJ/mol


# 2
This record from OMol25 describes a cluster of 5 separate species, H10O5 in total in a non-equilibrium geometry. The level of theory is wB97M-V/def2-TZVPD.

```
! wB97M-V def2-TZVPD RIJCOSX def2/J DEFGRID3
* xyz 0 1
O -0.2711 -0.5608 1.4308
H -1.1782 -0.8614 1.6767
H 0.3175 -1.0205 1.9852
O 3.3114 -1.4993 -0.7086
H 3.8036 -1.5321 0.1439
H 2.4554 -1.6359 -0.5217
O 2.4900 2.0688 0.1170
H 2.9064 2.5417 -0.5537
H 3.1168 1.4814 0.5753
O 0.0099 0.0883 -0.5605
H 0.7247 -0.1698 -1.1848
H -0.5528 -0.6375 -0.4663
O -5.6687 0.0216 -0.3321
H -5.8320 0.5702 -1.1052
H -4.7343 0.3152 -0.1222
*
```

HOMO-LUMO gap   10.23 eV
SMILES string   O.O.O.O.O
Energy above the lowest of the compared OMol25 structures with the same formula, charge and spin   281.84 kJ/mol


# 3
This record from OMol25 describes a cluster of 5 separate species, H10S5 in total. The level of theory is wB97M-V/def2-TZVPD.

```
! wB97M-V def2-TZVPD RIJCOSX def2/J DEFGRID3
* xyz 0 1
S -0.3388 4.1906 -2.3003
H -0.4919 2.8944 -1.9985
H -0.2985 3.9262 -3.6136
S 3.0125 2.5866 -0.7327
H 3.2251 3.2170 0.4159
H 3.5095 3.5405 -1.5218
S 3.2962 -2.2848 1.6011
H 3.5086 -2.1785 0.2838
H 2.1674 -1.5716 1.6686
S -4.2018 -5.0543 1.7142
H -5.3857 -4.8920 2.3072
H -3.4371 -5.1146 2.8102
S -1.4970 0.4053 -0.8023
H -1.0506 -0.6519 -0.1177
H -2.0178 0.9871 0.2857
*
```

HOMO-LUMO gap   9.69 eV
SMILES string   S.S.S.S.S
Energy above the lowest of the compared OMol25 structures with the same formula, charge and spin   14.24 kJ/mol


# 4
This record from OMol25 describes a cluster of 5 separate species, H10S5 in total. The level of theory is wB97M-V/def2-TZVPD.

```
! wB97M-V def2-TZVPD RIJCOSX def2/J DEFGRID3
* xyz 0 1
S -0.4064 4.5568 -2.7898
H -0.3368 3.2915 -3.2179
H 0.3152 5.0074 -3.8142
S 2.7937 2.7354 -0.8123
H 2.5268 1.5001 -0.3725
H 1.6577 3.2458 -0.3408
S 2.9626 -2.3963 2.2903
H 4.0320 -2.4701 3.0882
H 3.6473 -2.4957 1.1482
S -4.7937 -5.0901 2.6583
H -5.0600 -4.6920 1.4189
H -3.7044 -4.3327 2.8071
S -0.6280 0.4537 -0.5115
H -1.2274 0.3823 -1.7067
H -1.7785 0.3038 0.1546
*
```

HOMO-LUMO gap   9.79 eV
SMILES string   S.S.S.S.S
Energy above the lowest of the compared OMol25 structures with the same formula, charge and spin   6.89 kJ/mol


# 5
This record from OMol25 describes a cluster of 5 separate species, H11NO4 in total. The level of theory is wB97M-V/def2-TZVPD.

```
! wB97M-V def2-TZVPD RIJCOSX def2/J DEFGRID3
* xyz 0 1
N -1.2710 -0.0104 -1.2454
H -0.5863 -0.2858 -0.5636
H -1.2180 -0.6400 -2.0297
H -2.1813 0.0524 -0.8235
O 0.1578 2.8824 -0.8651
H 0.2569 2.3026 -0.1014
H -0.2051 2.3166 -1.5580
O 1.2936 -0.0667 1.4381
H 0.4231 0.1110 1.8146
H 1.9500 0.5536 1.7625
O -1.5590 -0.9276 1.6933
H -1.1859 -1.6367 2.2230
H -2.4966 -0.7978 1.8389
O 1.4931 -1.6663 -1.3369
H 1.7144 -0.8910 -0.8114
H 1.6758 -2.3731 -0.7044
*
```

HOMO-LUMO gap   9.81 eV
SMILES string   N.O.O.O.O
Energy above the lowest of the compared OMol25 structures with the same formula, charge and spin   93.44 kJ/mol


# 6
This record from OMol25 describes a cluster of 5 separate species, H11O5 in total in a non-equilibrium geometry. The level of theory is wB97M-V/def2-TZVPD.

```
! wB97M-V def2-TZVPD RIJCOSX def2/J DEFGRID3
* xyz 1 1
O -0.2510 -0.7918 -0.6870
H 0.6668 -0.5161 -0.7437
H -0.7426 0.0319 -0.7250
H -0.5051 -1.1485 0.1673
O -1.7006 1.1735 -1.3667
H -2.0651 1.7811 -0.7231
H -1.6219 1.6913 -2.1679
O 1.1724 2.0082 -0.7336
H 2.0396 2.2781 -0.4313
H 0.7265 2.8280 -0.9463
O 2.4023 -1.4808 0.6680
H 2.1529 -1.6755 1.5714
H 2.5051 -2.3391 0.2570
O -1.3103 -1.3255 1.6880
H -2.2503 -1.2326 1.5329
H -1.2187 -1.2822 2.6399
*
```

HOMO-LUMO gap   12.23 eV
Energy above the lowest of the compared OMol25 structures with the same formula, charge and spin   98.45 kJ/mol


# 7
This record from OMol25 describes a cluster of 6 separate species, H11O5S in total. The level of theory is wB97M-V/def2-TZVPD.

```
! wB97M-V def2-TZVPD RIJCOSX def2/J DEFGRID3
* xyz -1 1
S -1.8051 -2.3343 -0.8330
H -1.7003 -1.0013 -0.6952
H 1.9999 1.1202 0.7550
H 1.7449 1.2576 -0.7053
O 2.4647 1.3648 -0.0649
H 0.3146 -0.3533 1.4368
H 0.0764 0.5097 2.6493
O 0.3009 0.5921 1.7175
H -0.4907 -2.3452 0.7717
H 1.0666 -2.6266 0.7465
O 0.3999 -2.0792 1.1661
H -0.9918 2.3377 -0.4832
H -1.8082 1.1811 -0.6742
O -1.8205 2.1154 -0.9294
H -0.2779 0.3180 -2.3073
H 0.3249 -0.4609 -1.0690
O 0.2017 0.4043 -1.4812
*
```

HOMO-LUMO gap   7.39 eV
Energy above the lowest of the compared OMol25 structures with the same formula, charge and spin   90.39 kJ/mol


# 8
This record from OMol25 describes a structure of composition H12Li5O30S6 in a non-equilibrium geometry. The level of theory is wB97M-V/def2-TZVPD.

```
! wB97M-V def2-TZVPD RIJCOSX def2/J DEFGRID3
* xyz -7 1
Li -2.8068 -4.6343 17.2614
Li -7.2297 -2.8150 15.3932
Li 0.4954 -3.4303 12.8402
Li -4.0829 0.2481 17.2706
Li -1.1917 1.8077 12.9573
S 1.5267 -2.1318 16.8307
O 1.3873 -0.7141 16.8932
O 2.4654 -2.6126 17.8307
O 0.2739 -2.8180 17.1232
O 2.0425 -2.4172 15.5273
S -7.0295 -5.3922 19.1691
O -7.9721 -6.4488 19.5490
O -7.5894 -4.3173 18.3877
O -6.6372 -4.7878 20.4567
O -5.8927 -5.9279 18.4507
S -1.7840 4.3575 16.3496
O -0.7962 3.8474 15.4109
O -1.2873 5.5206 17.0982
O -3.0011 4.6394 15.6771
O -2.0745 3.3235 17.3387
S -8.5620 0.8969 16.4720
O -7.4878 0.4293 17.2952
O -9.1378 -0.2238 15.7631
O -9.4776 1.5233 17.4034
O -8.0081 1.8782 15.5726
S 2.1065 -0.0888 10.7887
O 1.1770 -1.1550 10.5672
O 2.3189 0.9084 9.7303
O 1.6998 0.6358 12.0078
O 3.4436 -0.6735 10.9882
S -3.7264 -1.7502 13.9741
O -2.6602 -2.5843 13.4516
O -4.9146 -1.8618 13.1742
O -4.1049 -2.2712 15.2660
O -3.2864 -0.3853 14.2540
O -2.9643 3.3333 11.1823
H -3.7950 2.9262 11.4281
H -3.1474 4.2728 11.1848
O -2.9173 -3.1234 8.8302
H -3.8318 -3.1970 9.1033
H -2.4580 -2.8128 9.6105
O -4.0856 -6.5494 12.5467
H -3.6995 -5.7004 12.7618
H -4.9149 -6.5639 13.0246
O -6.5203 1.4050 11.5854
H -7.0067 1.7101 12.3513
H -6.2740 0.5053 11.8003
O -8.1088 -5.4711 13.7573
H -8.7633 -5.5126 13.0600
H -8.3574 -6.1706 14.3616
O -7.4639 -3.1568 9.9970
H -7.5903 -4.1044 9.9487
H -7.0826 -3.0095 10.8626
*
```

HOMO-LUMO gap   1.69 eV


# 9
This record from OMol25 describes a structure of composition H12NaO6. The level of theory is wB97M-V/def2-TZVPD.

```
! wB97M-V def2-TZVPD RIJCOSX def2/J DEFGRID3
* xyz 1 1
Na -12.6381 -17.1383 -15.2069
O -15.4486 -17.0266 -14.9096
H -15.2179 -16.2570 -14.3784
H -16.2870 -17.3437 -14.5524
O -10.9324 -16.6633 -13.5937
H -11.0151 -15.7011 -13.5126
H -10.9954 -17.0084 -12.6923
O -13.5725 -15.0868 -13.9464
H -14.1263 -14.2943 -13.8775
H -13.3513 -15.3110 -13.0306
O -13.0933 -16.8693 -17.8605
H -13.1699 -17.8172 -18.0235
H -13.4086 -16.4587 -18.6753
O -10.6547 -18.0380 -16.6421
H -10.6982 -18.3658 -17.5477
H -9.9338 -17.3953 -16.6496
O -13.3940 -19.2424 -14.2775
H -13.8054 -19.5073 -13.4467
H -13.1123 -20.0706 -14.6880
*
```

HOMO-LUMO gap   11.43 eV
Energy above the lowest of the compared OMol25 structures with the same formula, charge and spin   43.52 kJ/mol


# 10
This record from OMol25 describes a cluster of 6 separate species, H12O5S2 in total. The level of theory is wB97M-V/def2-TZVPD.

```
! wB97M-V def2-TZVPD RIJCOSX def2/J DEFGRID3
* xyz 0 1
S 1.5300 1.2779 -1.0808
S 1.5601 2.3101 0.7071
H 1.5672 2.4094 -1.8021
H 0.3010 2.0065 1.0592
O -1.6137 0.3423 -1.5474
H -2.5213 0.5326 -1.2862
H -1.4833 -0.6108 -1.3845
O -2.6332 -2.3839 0.7038
H -2.1176 -2.4600 -0.1235
H -2.5101 -3.2490 1.1324
O -0.3333 -2.0784 -1.2312
H 0.0603 -2.1078 -0.3293
H 0.4241 -2.1129 -1.8198
O -1.2841 0.1047 1.5096
H -1.7669 -0.7457 1.5776
H -1.4486 0.4212 0.6089
O 0.7847 -1.6069 1.1254
H 0.1931 -0.8247 1.1508
H 1.5985 -1.3815 1.5777
*
```

HOMO-LUMO gap   9.46 eV
SMILES string   SS.O.O.O.O.O
Energy above the lowest of the compared OMol25 structures with the same formula, charge and spin   7.66 kJ/mol


# 11
This record from OMol25 describes a cluster of 6 separate species, H12O6 in total. The level of theory is wB97M-V/def2-TZVPD.

```
! wB97M-V def2-TZVPD RIJCOSX def2/J DEFGRID3
* xyz -1 2
O 1.9708 1.9973 3.0055
H 1.5878 2.7725 3.4161
H 1.2216 1.4346 2.8097
O -2.8553 0.3669 -1.0819
H -3.2141 0.8494 -0.3371
H -2.5672 1.0463 -1.6916
O 0.1442 -0.6002 -0.3192
H -0.7783 -0.3576 -0.2388
H 0.5323 -0.3492 0.5190
O 0.2037 -2.2429 -2.5373
H 0.2860 -1.6903 -1.7600
H 1.0292 -2.7258 -2.5768
O -0.1324 0.7563 -3.2262
H 0.3949 1.5532 -3.1697
H 0.0658 0.2797 -2.4202
O 0.9118 -0.7421 3.0405
H 0.0560 -1.0724 2.7671
H 1.1433 -1.2756 3.8008
*
```

HOMO-LUMO gap (alpha / beta)   3.08 / 11.15 eV
Expectation value of S²   0.7504
Energy above the lowest of the compared OMol25 structures with the same formula, charge and spin   66.66 kJ/mol


# 12
This record from OMol25 describes a cluster of 6 separate species, H12O6 in total in a non-equilibrium geometry. The level of theory is wB97M-V/def2-TZVPD.

```
! wB97M-V def2-TZVPD RIJCOSX def2/J DEFGRID3
* xyz 0 1
O 0.1604 0.0295 -2.8968
H 1.1098 0.4261 -3.0718
H -0.1367 0.6680 -2.1638
O -0.8680 2.1506 1.3964
H -0.6880 1.3306 1.9174
H -0.4312 2.8595 1.8841
O 0.7243 -2.1612 -1.4572
H 0.1825 -2.9337 -1.7234
H 0.4804 -1.4214 -2.1745
O -0.1338 0.0710 2.7838
H 0.0769 -0.7222 2.2227
H -0.7588 -0.2221 3.4941
O 0.9215 -2.1390 1.3441
H 1.9672 -2.0045 1.4283
H 0.6904 -1.9844 0.3617
O -0.7431 1.9954 -1.2918
H -1.6651 1.9965 -1.7643
H -0.8888 2.0612 -0.2890
*
```

HOMO-LUMO gap   11.92 eV
SMILES string   O.O.O.O.O.O
Energy above the lowest of the compared OMol25 structures with the same formula, charge and spin   83.27 kJ/mol